Record 1
Molecular formula: C3H4BrNO2
Method: DFT, wB97M-V/def2-TZVPD

Last column: Löwdin charge in e.
Cartesian coordinates (Å):
C: 1.9300 1.0014 0.0089  -0.079
H: -0.6517 -0.3652 0.9243  0.101
Br: 3.3991 -1.1844 0.1288  0.196
N: 2.8396 2.0950 0.0244  -0.466
O: 2.3153 3.1202 0.3539  0.116
H: 0.5225 -1.2822 0.1079  0.003
O: 3.9402 1.9685 -0.3773  0.096
H: -0.9463 -0.5038 -0.9285  0.134
C: -0.1549 -0.4949 -0.0566  -0.087
H: -0.1451 1.4547 -0.3762  0.119
C: 0.6519 0.7589 -0.2350  -0.134

Total energy   -2895.73082 a.u.
HOMO   -0.3763 Eh
Energy relative to the best compared isomer or geometry (same formula, charge and spin)   135.4 kcal per mole
E_LUMO   -2.31 eV
Orbital gap   7.9 eV

Record 2
Molecular formula: C33H72F12N3O15PS4
Method: DFT, wB97M-V/def2-TZVPD

Last column: Löwdin spin population.
Cartesian coordinates (Å):
C: 4.6430 -0.8932 -0.2380  0.000
O: -3.0987 -5.3245 -1.1326  0.000
H: -1.1535 4.4736 1.7291  0.000
H: 0.9084 -2.7888 -3.2730  0.000
N: -6.5798 -2.6933 -0.0194  0.000
H: -3.8270 -3.6991 1.9600  0.000
O: -4.8932 -1.3507 0.9978  0.000
C: -1.0209 3.4468 2.0699  0.000
H: -0.3338 -3.6494 -1.3468  0.000
H: -2.8100 -0.9335 -1.6561  0.000
H: 4.3556 3.2289 5.2872  0.000
H: -4.2253 2.5315 3.0746  0.000
H: 0.5977 -0.7189 0.5814  0.000
F: -5.1051 -6.6077 -3.2157  0.000
F: -3.0944 -6.6008 -4.2108  0.000
C: -5.3068 -2.5012 0.7768  0.000
H: 2.9906 4.3147 5.5620  0.000
H: 3.7257 -1.4354 -0.0088  0.000
C: 1.4048 -6.3262 2.7062  -0.011
H: 0.5384 -3.4570 2.0907  0.000
C: 1.4547 5.3679 0.9869  0.000
F: -1.7717 0.1941 3.6190  0.000
F: 1.9198 -7.5677 2.4120  -0.003
H: -0.0975 8.3687 -2.2239  0.000
C: -7.8742 -2.5830 0.9145  0.000
O: -1.1968 0.1641 -1.0465  0.000
O: 0.9939 2.5023 -2.0363  0.000
H: 0.1789 1.7697 1.5945  0.000
H: 2.9156 2.9089 -0.6168  0.000
F: 0.1350 -6.4946 3.1337  -0.003
F: -0.7633 4.6550 -2.7501  0.000
H: 5.8801 5.2571 4.7682  0.000
H: -0.6732 3.5324 3.0993  0.000
H: 4.9881 -1.3884 -1.1456  0.000
C: 3.4223 1.2923 0.6625  0.000
C: -2.1390 -0.0849 4.9067  0.000
C: 5.0045 5.2375 5.4171  0.000
O: 1.6928 -4.2644 4.5429  0.341
C: -0.2209 -3.8505 -0.2815  0.000
H: 5.3887 1.0555 0.0503  0.000
O: 1.7709 2.2853 -4.3466  0.000
C: -4.1119 -5.8752 -3.7475  0.000
H: 5.3627 -1.1827 0.5278  0.000
C: 3.5584 4.1943 3.5425  0.000
H: 2.8566 0.2424 -4.2746  0.000
H: 2.6554 -3.3304 -4.9498  0.000
H: -2.1937 -1.2228 0.8139  0.000
F: 1.4871 -5.4828 1.6780  -0.003
H: 0.8007 -4.1470 -0.0439  0.000
P: 1.7502 3.5576 1.4379  0.000
H: -1.2632 -3.4505 -4.3104  0.000
H: 1.5728 -3.2799 -6.2089  0.000
C: 0.7172 -1.6640 0.0516  0.000
H: 4.3332 1.0429 -1.3302  0.000
O: 3.6786 -5.3968 3.7091  0.363
H: -0.5528 -2.1030 2.3796  0.000
S: -1.7313 -1.9321 5.4514  0.000
H: 1.5536 -0.8305 -3.4351  0.000
C: 0.7798 7.1255 -0.6597  0.000
C: -1.8473 -1.9121 0.0439  0.000
H: 0.6188 -1.3978 -1.0009  0.000
O: -4.5606 -3.6830 -2.1590  0.000
H: 2.3954 5.9180 1.0087  0.000
H: 0.8465 5.7275 1.8169  0.000
S: 0.6238 2.4622 -3.4484  0.000
H: 0.7947 6.9365 -2.7684  0.000
H: 3.2702 -1.3061 -3.6620  0.000
H: -1.2702 -3.7573 2.0757  0.000
F: 0.8313 4.9176 -4.3606  0.000
C: -2.3541 2.7191 1.9616  0.000
O: -2.3845 -2.8188 4.4255  0.000
S: 2.3168 -5.5620 4.1937  -0.069
H: 3.7753 1.1921 1.6889  0.000
H: -8.5888 -3.2917 0.4958  0.000
H: -2.7852 2.2908 4.0896  0.000
C: 1.6981 -2.8756 -5.2045  0.000
H: -7.5901 -2.9075 1.9156  0.000
H: 2.5571 0.6737 0.4241  0.000
H: -1.3201 -1.7382 -2.0569  0.000
H: 3.4015 5.2539 3.3404  0.000
H: -5.4692 -3.7749 2.5478  0.000
H: 1.4984 5.2398 -1.2194  0.000
F: -3.3780 0.2333 5.1163  0.000
H: 0.0237 7.3587 0.0900  0.000
C: 0.7070 -3.3214 -4.2024  0.000
C: 3.1156 2.7812 0.4470  0.000
H: -2.8844 3.2391 1.1638  0.000
H: 3.8263 3.5800 0.6590  0.000
C: 3.9196 4.1875 5.0062  0.000
H: 3.4857 -0.2713 -6.4896  0.000
H: 3.0434 -1.8123 -7.3004  0.000
H: 4.3842 3.8642 2.9122  0.000
O: 2.3351 -6.5314 5.3024  0.385
O: -2.2835 -3.9003 -2.9864  0.000
H: 0.4572 -1.3197 -6.8420  0.000
H: -0.2006 2.8114 0.1893  0.000
O: -2.2530 -1.9555 6.7966  0.000
H: -0.9982 0.5475 -1.9039  0.000
C: 2.3232 3.3747 3.2247  0.000
O: -0.2898 -2.1552 5.4439  0.000
C: 0.9370 5.6502 -0.3801  0.000
C: -4.8690 -3.7104 1.6403  0.000
H: 0.0000 5.0937 -0.3998  0.000
C: -0.1275 4.1524 -3.8199  0.000
F: -4.4564 -5.1404 -4.7982  0.000
H: 1.1355 0.2496 -6.2710  0.000
O: -0.5396 -2.8828 -4.5858  0.000
C: 2.4331 -0.7415 -4.0727  0.000
H: 0.7207 -4.3791 -3.9393  0.000
H: -6.4208 -3.5061 -0.5975  0.000
C: 0.7432 -0.7235 -5.9755  0.000
C: 4.4461 0.6517 -0.3191  0.000
H: 2.4584 2.2975 3.3214  0.000
C: -1.7991 -1.1230 -1.2952  0.000
H: -1.0909 -4.4528 -0.0198  0.000
C: -0.4545 -3.0633 1.8733  0.000
H: 4.4673 6.1854 5.3842  0.000
N: -0.4729 -2.5536 0.4223  0.000
H: 5.4258 5.0740 6.4090  0.000
H: -8.2171 -1.5511 0.9892  0.000
C: -3.2062 2.8675 3.2661  0.000
F: -1.0804 4.0663 -4.7358  0.000
F: -1.4046 0.7368 5.6773  0.000
H: 4.0225 -1.8040 -5.8358  0.000
S: -3.4499 -4.5852 -2.3748  0.000
H: 1.6585 7.7253 -0.4225  0.000
H: -3.2239 3.9320 3.4996  0.000
H: -2.2962 1.6484 1.7656  0.000
H: -2.5203 -2.7687 0.0043  0.000
C: 0.0843 7.3113 -2.0316  0.000
C: 3.1936 -1.3113 -6.3441  0.000
H: -6.7199 -2.0047 -0.7449  0.000
N: 2.0017 -1.4252 -5.4213  0.000
H: 1.4827 3.7645 3.7989  0.000
H: 1.5965 -2.2897 0.2040  0.000
C: 0.1169 2.7958 1.2319  0.000
H: -5.0778 -4.6267 1.0883  0.000
H: 0.0107 -0.4729 -5.2082  0.000
H: -0.8781 6.8051 -2.1073  0.000
O: -0.3985 1.4540 -3.6768  0.000

Total energy   -5725.48847 a.u.
HOMO (alpha / beta)   -0.3661 / -0.3661 Eh
<S²>   0.768
E_LUMO (alpha / beta)   -2.98 / -6.30 eV
Net charge   +1
Spin multiplicity   2
Orbital gap (alpha / beta)   7.0 / 3.7 eV

Record 3
Molecular formula: C31H25F12N2O7Rh
Method: DFT, wB97M-V/def2-TZVPD

Last column: Löwdin spin population.
Cartesian coordinates (Å):
C: 3.1158 1.3254 -0.6097  0.066
H: -3.3652 0.8365 -1.5175  0.001
O: -1.9915 -2.9767 2.6237  0.004
C: -1.4738 1.5412 -2.3436  0.017
C: -3.5277 -3.9761 0.5166  0.069
C: -4.0351 -2.3091 -1.6513  0.005
H: -2.7320 2.2953 -0.7514  0.001
C: -2.0991 -2.2769 1.6331  0.005
F: -2.9194 2.9392 2.7268  0.000
F: 1.3420 -1.9696 1.5814  0.004
H: 5.9116 0.4645 -3.3792  0.001
F: 0.9391 -3.8739 0.6582  0.001
C: 1.5619 -2.7050 0.4898  0.003
C: 0.6669 1.9065 2.5891  0.082
H: 4.5834 0.0575 -4.4635  0.004
H: 4.7361 1.9784 -1.8396  -0.002
H: -1.7136 -0.4767 -3.0708  0.000
H: 2.2823 3.5433 5.9181  0.001
O: -4.7230 -6.4432 0.5010  0.225
C: 2.3452 2.0547 4.3666  0.085
H: 3.8072 2.6511 5.8312  0.001
H: 2.3717 1.8900 6.5118  0.006
C: 3.1300 -0.9842 -2.0933  -0.010
H: 5.3835 -1.2137 -3.5503  0.001
F: 0.9540 -2.4278 -3.1591  0.000
F: 2.2408 -3.7662 -2.0338  0.000
H: -5.2414 -3.9314 -2.4145  0.011
C: 2.1794 0.3206 -0.3378  0.027
O: -1.4155 1.6297 1.2012  0.044
C: 1.1161 -1.9649 -0.8168  0.005
O: -1.5325 -1.0878 1.5869  0.078
H: -1.4820 3.1814 -3.7659  0.001
H: -3.4651 2.3746 -2.3648  0.000
H: -0.6877 0.5312 -4.0962  0.000
H: -2.4508 0.7477 -4.1250  0.001
O: -0.1684 -1.5337 -0.7859  0.024
O: -0.4988 1.0424 -1.4524  0.211
N: -4.9425 -5.6786 -0.4914  0.255
C: -1.5916 0.5256 -3.4856  0.008
H: -3.3377 -4.6290 1.3536  0.007
H: 0.1196 2.7585 -3.1243  0.000
C: 2.1575 -0.8598 -1.1087  0.059
C: -2.8415 1.7715 -1.7002  0.005
C: -2.9607 -2.7136 0.4702  0.006
H: 3.4558 0.0894 1.8528  0.002
F: -1.3691 3.9375 3.8374  0.000
Rh: -0.7811 0.0696 0.1783  1.503
C: -3.2229 -1.8717 -0.6173  0.127
C: 2.8173 0.7638 2.4055  0.086
F: -1.4137 4.3596 0.7763  0.002
C: 1.1122 2.3813 3.8165  -0.013
H: 3.0669 2.2387 -0.0339  0.001
C: 3.1955 1.2251 3.6445  -0.011
C: -4.6053 -3.5686 -1.6217  0.087
F: 0.4596 3.4479 0.1849  0.002
C: -0.3164 3.7344 1.2407  0.007
C: -1.6735 2.7801 3.1776  0.002
C: 4.0377 1.1780 -1.6252  -0.007
N: 1.2191 0.5737 0.6325  0.520
C: -4.3609 -4.4209 -0.5290  0.038
O: -5.6898 -6.0411 -1.4626  0.201
H: 0.4773 3.0421 4.3881  -0.002
C: -0.6799 2.4240 2.0113  0.010
F: 0.0909 -3.8883 -1.8323  0.000
F: 2.8982 -2.9657 0.4736  0.002
C: 2.7246 2.5654 5.7286  0.015
C: -0.9338 2.8736 -2.8707  0.007
H: -4.2277 -1.6576 -2.4979  -0.003
C: 5.0406 -0.1802 -3.5003  0.010
H: 4.1523 0.9301 4.0606  -0.002
C: 1.5669 1.0962 1.8472  0.024
H: -1.0257 3.6579 -2.1189  0.000
H: -2.7632 -0.8881 -0.6350  0.020
F: -1.6981 1.8101 4.1000  0.000
H: 3.1788 -1.8912 -2.6783  -0.001
C: 1.0934 -3.0277 -1.9623  0.001
F: 0.3672 4.6444 1.9783  0.001
C: 4.0595 0.0095 -2.3758  0.057

Total energy   -3141.43728 a.u.
HOMO (alpha / beta)   0.0176 / -0.0957 Eh
<S²>   6.065
E_LUMO (alpha / beta)   3.79 / 2.13 eV
Net charge   -2
Spin multiplicity   5
Orbital gap (alpha / beta)   3.3 / 4.7 eV

Record 4
Molecular formula: C25H15Cl5N5O9Tl
Method: DFT, wB97M-V/def2-TZVPD

Last column: Löwdin charge in e.
Cartesian coordinates (Å):
C: 2.1798 -3.3495 1.8413  -0.450
H: -2.5176 2.5903 -1.0846  0.118
O: 3.1678 0.2266 2.0175  -0.163
N: -1.8898 5.8777 1.1066  -0.369
H: -1.3827 0.6014 -5.3119  0.112
C: 4.3114 -0.0044 1.2004  -0.114
H: -4.4917 -2.5296 -0.5190  0.127
O: 0.9929 1.1822 0.4177  -0.142
C: -2.7265 -2.0179 -2.5398  -0.031
C: -1.3390 -1.3380 -0.6050  -0.071
N: -1.7642 2.9459 -2.9577  0.101
C: -2.5493 -1.8132 -1.1025  -0.193
Cl: 2.1404 -1.9433 -0.4618  0.833
N: 0.8689 2.9852 -1.6354  -0.356
O: -1.9041 6.6402 0.1638  0.080
C: -0.4441 2.5137 1.8449  -0.031
H: 4.1214 0.2542 0.1556  0.084
C: -0.4639 4.4164 -0.2283  0.077
C: 0.2143 3.2257 -0.3781  -0.096
O: 1.3644 3.9398 -2.1907  0.095
C: -2.2528 2.1392 -2.0325  -0.196
Cl: 4.5692 -6.7331 -0.0669  0.688
C: -3.2433 -2.0939 1.1749  -0.018
H: 4.5551 -1.0625 1.2775  0.086
C: -3.5262 -2.1847 -0.1779  0.019
H: -2.6225 -1.4288 -4.5390  0.114
C: 2.5974 -3.3124 0.4978  -0.551
H: 5.1544 0.5779 1.5740  0.096
C: 3.3098 -5.5215 2.0016  -0.703
N: -1.0692 -1.2860 0.6940  -0.004
H: -0.5657 -1.0029 -1.2827  0.117
O: 1.4617 -2.4322 2.4128  -0.166
Tl: 0.9231 -0.5904 1.5280  0.952
H: -1.6939 3.8833 2.8854  0.137
C: 0.2635 2.2303 0.6443  -0.254
C: -2.1818 0.2841 -3.3221  -0.272
O: 0.8747 1.8516 -2.0734  0.071
N: -2.4735 0.8483 -2.1469  0.155
C: 3.6910 -5.4508 0.6587  -0.720
C: -1.4551 2.3927 -4.1196  -0.111
C: 3.3329 -4.3354 -0.0895  -0.706
C: -1.1504 3.7002 1.9669  0.085
C: -2.5031 -1.1261 -3.5073  -0.020
Cl: 2.0655 -4.6037 4.2064  0.751
C: -0.5225 1.5956 3.0445  -0.553
C: -1.9939 -1.6625 1.5797  -0.086
Cl: 3.7763 -4.2259 -1.7413  0.711
H: -3.0497 -3.0150 -2.8125  0.119
O: -2.4471 6.0747 2.1638  0.088
C: -1.1559 4.6497 0.9523  -0.135
O: -1.1568 1.9438 4.0124  0.095
C: 2.5696 -4.4978 2.5753  -0.609
C: -1.6438 1.0426 -4.3639  0.012
Cl: 3.7529 -6.8875 2.9315  0.709
H: -0.4816 5.1475 -1.0251  0.137
H: -1.0541 3.0535 -4.8753  0.117
H: 3.0468 1.1824 2.0968  0.104
H: -1.7066 -1.6097 2.6211  0.126
H: -3.9712 -2.3772 1.9155  0.115
O: 0.0884 0.4392 3.0279  -0.112

Total energy   -4385.86383 a.u.
HOMO   -0.3268 Eh
Energy relative to the best compared isomer or geometry (same formula, charge and spin)   19.5 kcal per mole
E_LUMO   -0.88 eV
Orbital gap   8.0 eV